Entry a
Computed, not measured: a cluster of 2 separate species, C12H12O in total, with ωB97M-V/def2-TZVPD.

Each atom is followed by the atoms it is bonded to, with distances in Å.
Geometry (Å):
1 C -3.15 0.90 1.55  C2 1.378, C3 1.425, H14 1.082
2 C -2.45 -0.09 2.19  C1 1.378, C4 1.362, H15 1.070
3 C -2.68 1.33 0.27  C1 1.425, C5 1.349, H16 1.141
4 C -1.36 -0.69 1.63  C2 1.362, C6 1.367, H17 1.087
5 C -1.64 0.67 -0.30  C3 1.349, C6 1.374, H18 1.052
6 C -1.00 -0.35 0.35  C4 1.367, C5 1.374, C12 1.438
7 C 2.18 -1.90 -1.00  C8 1.533, C11 1.549, H19 1.095, H22 1.138
8 C 1.17 -1.64 0.12  C7 1.533, C12 1.379, H20 1.078
9 C 1.25 3.23 0.70  C10 1.182, H21 1.035
10 C 1.03 2.59 -0.28  C9 1.182, H23 1.051
11 C 1.50 -1.20 -2.21  C7 1.549, O13 1.456, H24 1.176, H25 1.112
12 C 0.15 -0.84 -0.35  C6 1.438, C8 1.379, O13 1.403
13 O 0.33 -0.49 -1.70  C11 1.456, C12 1.403
14 H -4.05 1.30 2.01  C1 1.082
15 H -2.94 -0.47 3.07  C2 1.070
16 H -3.26 2.28 0.03  C3 1.141
17 H -0.98 -1.51 2.23  C4 1.087
18 H -1.20 0.98 -1.20  C5 1.052
19 H 2.32 -2.92 -1.38  C7 1.095
20 H 1.08 -2.08 1.10  C8 1.078
21 H 1.36 3.60 1.66  C9 1.035
22 H 3.16 -1.38 -0.75  C7 1.138
23 H 0.71 2.02 -1.09  C10 1.051
24 H 2.20 -0.44 -2.77  C11 1.176
25 H 1.19 -1.96 -2.95  C11 1.112

Computed properties:
HOMO level: -7.97 eV
HOMO-LUMO gap: 8.72 eV
LUMO energy: 0.741 eV
multiplicity: 1

And the natural (NBO) charges, in e, turn out to be: -0.1972 -0.2135 -0.2043 -0.1769 -0.1892 -0.1056 -0.4598 -0.2854 -0.2337 -0.2253 -0.0562 0.3159 -0.5317 0.2101 0.2085 0.2246 0.2149 0.2241 0.2196 0.2217 0.2241 0.2144 0.2313 0.1892 0.1807

Entry b
Computed, not measured: a cluster of 2 separate species, C12H12O in total, with ωB97M-V/def2-TZVPD.

Each atom is followed by the atoms it is bonded to, with distances in Å.
Geometry (Å):
1 O 1.53 0.36 -1.19  C7 1.372, H8 0.988
2 C -2.18 -1.21 -2.22  C3 1.396, C4 1.394, H9 1.098
3 C -1.19 -1.01 -3.18  C2 1.396, C5 1.393, H10 1.098
4 C -1.93 -0.88 -0.89  C2 1.394, C6 1.395, H11 1.098
5 C 0.05 -0.49 -2.82  C3 1.393, C7 1.395, H12 1.098
6 C -0.69 -0.35 -0.52  C4 1.395, C7 1.396, H13 1.098
7 C 0.30 -0.16 -1.49  O1 1.372, C5 1.395, C6 1.396
8 H 1.57 0.54 -0.22  O1 0.988
9 H -3.16 -1.62 -2.51  C2 1.098
10 H -1.38 -1.27 -4.23  C3 1.098
11 H -2.70 -1.03 -0.13  C4 1.098
12 H 0.84 -0.32 -3.56  C5 1.098
13 H -0.49 -0.10 0.53  C6 1.098
14 C 2.07 0.27 1.46  C15 1.395, C16 1.395, H20 1.098
15 C 1.60 1.56 1.23  C14 1.395, C17 1.395, H21 1.098
16 C 1.26 -0.66 2.11  C14 1.395, C18 1.395, H22 1.098
17 C 0.31 1.92 1.64  C15 1.395, C19 1.395, H23 1.098
18 C -0.02 -0.31 2.52  C16 1.395, C19 1.395, H24 1.098
19 C -0.50 0.98 2.28  C17 1.395, C18 1.395, H25 1.098
20 H 3.08 -0.01 1.14  C14 1.098
21 H 2.23 2.30 0.72  C15 1.098
22 H 1.64 -1.68 2.29  C16 1.098
23 H -0.06 2.94 1.45  C17 1.098
24 H -0.66 -1.04 3.03  C18 1.098
25 H -1.51 1.26 2.60  C19 1.098

Computed properties:
HOMO level: -8.17 eV
HOMO-LUMO gap: 9.04 eV
LUMO energy: 0.873 eV
multiplicity: 1

And the natural (NBO) charges, in e, turn out to be: -0.7043 -0.2578 -0.1946 -0.2120 -0.2710 -0.2668 0.2953 0.4889 0.2111 0.2119 0.2070 0.2214 0.2132 -0.2586 -0.2554 -0.1860 -0.1952 -0.2210 -0.2167 0.2402 0.2404 0.2263 0.2276 0.2281 0.2281

Top of the stability list: entry b, leading by 3.329 eV.